Entry 1:
The following is a DFT calculation (ωB97M-V/def2-TZVPD) of C14H14OV as an isolated structure in a non-equilibrium geometry.

```
! RIJCOSX wB97M-V def2-TZVPD def2/J DEFGRID3
* xyz 1 3
V -0.0607 -0.3196 -1.0048
C -1.4467 0.1431 -2.7258
C -1.6122 -1.2146 -2.3819
C -1.9675 -1.5723 -1.0661
C -2.1126 -0.5774 -0.0818
C -1.9341 0.7817 -0.4211
C -1.6194 1.1371 -1.7439
H -1.2134 0.4221 -3.7424
H -1.5109 -1.9769 -3.1405
H -2.1402 -2.6078 -0.8131
H -2.3728 -0.8518 0.9299
H -2.0566 1.5469 0.3302
H -1.5076 2.1790 -2.0062
C 0.5074 -1.3340 2.9661
C 0.6979 0.0683 3.0136
C 1.1060 0.7653 1.9160
C 1.3519 0.0921 0.6821
C 1.1459 -1.3093 0.6412
C 0.7423 -2.0072 1.8045
H 0.2046 -1.8691 3.8559
H 0.5311 0.5964 3.9435
H 1.2649 1.8323 1.9844
H 1.5394 -1.8836 -0.1973
H 0.6492 -3.0845 1.7693
C 2.0610 2.2507 -0.5657
C 1.6527 0.8130 -0.5352
O 1.5787 0.1326 -1.6805
H 2.0425 2.6084 -1.5920
H 3.0751 2.3653 -0.1779
H 1.4041 2.8736 0.0394
*
```

## Properties
LUMO energy (alpha / beta) in eV: -4.26 / -4.36
Strongest force on any atom in eV/Å: 1.3
Expectation value of S²: 2.26

Entry 2:
The following is a DFT calculation (ωB97M-V/def2-TZVPD) of C14H15BaClN2O7S2Sb as an isolated structure in a non-equilibrium geometry.

```
! RIJCOSX wB97M-V def2-TZVPD def2/J DEFGRID3
* xyz -1 1
Ba -1.4386 1.9977 1.4319
O -4.2446 0.2547 -4.7538
C -3.6075 0.9343 -3.7676
O -3.7319 2.1225 -3.6840
C -2.8394 0.1725 -2.7601
C -2.4560 -1.1406 -2.6538
Cl -2.7050 -2.4052 -3.7863
N -1.7491 -1.3007 -1.5274
N -1.6128 -0.1073 -0.8713
C -2.2761 0.7631 -1.6182
C -2.3819 2.1337 -0.9621
O -1.3017 2.7847 -0.8944
O -3.3845 2.3167 -0.2354
C -1.1088 -2.4493 -0.9215
C 0.0857 -2.2231 -0.2631
C 0.6866 -3.2855 0.3965
C 0.1018 -4.5462 0.3777
C -1.1039 -4.7420 -0.2842
C -1.7310 -3.6827 -0.9309
H -4.0548 -0.6851 -4.6620
H 0.5051 -1.2261 -0.2270
H 1.6051 -3.1114 0.9430
H 0.5716 -5.3699 0.8997
H -1.5717 -5.7183 -0.2720
H -2.6943 -3.8124 -1.4013
O 0.2867 2.3531 3.0471
S -0.4314 1.2866 3.8933
O -1.8880 1.6858 3.8441
O 0.1223 1.2555 5.2234
S -0.2852 -0.4616 2.8539
C 4.0707 1.1760 -0.4007
Sb 2.3829 1.5180 0.8469
C 3.4409 1.1557 2.6476
C 2.6390 3.6601 0.8617
H 4.9060 1.7723 -0.0225
H 3.8680 1.4482 -1.4392
H 4.3394 0.1164 -0.3688
H 4.2089 1.9275 2.7386
H 3.9206 0.1773 2.5642
H 2.7924 1.1651 3.5228
H 3.7035 3.8880 0.9566
H 2.1087 4.0916 1.7125
H 2.2525 4.1104 -0.0539
*
```

## Properties
LUMO energy in eV: 1.96
Strongest force on any atom in eV/Å: 1.6

Entry 3:
The following is a DFT calculation (ωB97M-V/def2-TZVPD) of C14H15CaN3O4S as an isolated structure in a non-equilibrium geometry.

```
! RIJCOSX wB97M-V def2-TZVPD def2/J DEFGRID3
* xyz 0 1
Ca 0.2941 -0.0274 1.3183
C -5.3637 0.5447 -1.1759
C -3.8884 0.8194 -1.3164
C -3.4120 2.1256 -1.4301
C -2.0540 2.3900 -1.5264
C -1.1620 1.3243 -1.5182
C -1.6137 0.0137 -1.4259
C -2.9720 -0.2274 -1.3124
S 0.5526 1.6440 -1.7179
O 0.9693 1.1390 -2.9998
O 0.7781 3.0420 -1.4340
N 1.0753 0.7207 -0.5132
C 2.3953 0.7831 -0.0790
C 3.4620 1.4089 -0.7541
C 4.7112 1.3708 -0.1911
C 4.9206 0.7248 1.0328
C 3.8379 0.1447 1.6340
N 2.6022 0.1608 1.1095
H -5.9536 1.2609 -1.7481
H -5.6760 0.6217 -0.1314
H -5.6132 -0.4591 -1.5200
H -4.1172 2.9502 -1.4419
H -1.6770 3.4014 -1.6027
H -0.9147 -0.8125 -1.4487
H -3.3240 -1.2495 -1.2272
H 3.2844 1.8985 -1.7025
H 5.5405 1.8449 -0.7026
H 5.8965 0.6779 1.4937
H 3.9340 -0.3659 2.5848
N 1.3246 -3.6311 1.6038
C 0.1008 -3.5188 2.4099
C -0.3331 -2.0747 2.3098
O 0.1678 -1.2434 3.1309
O -1.0232 -1.6987 1.3057
H 1.5891 -4.5979 1.4742
H 2.0941 -3.1787 2.0813
H 0.2412 -3.7839 3.4577
H -0.6738 -4.1429 1.9731
*
```

## Properties
LUMO energy in eV: -0.02
Strongest force on any atom in eV/Å: 2.0

Entry 4:
The following is a DFT calculation (ωB97M-V/def2-TZVPD) of C14H15Cl2EuIN2O2 as an isolated structure in a non-equilibrium geometry.

```
! RIJCOSX wB97M-V def2-TZVPD def2/J DEFGRID3
* xyz 0 8
C 0.2616 0.1000 3.4917
C -2.9313 -0.1150 1.9379
H 0.3918 -0.9710 3.5833
H -0.6894 0.5641 3.7391
H 1.0720 0.7060 3.0945
H -3.2967 -0.4995 0.9987
H -2.6546 -0.7812 2.7441
H -2.7373 0.9458 2.0441
C 2.7149 -0.7297 0.8591
C 3.9695 -1.1174 0.3395
C 3.9967 -1.4377 -1.0317
C 2.8317 -1.3987 -1.8068
H 2.5456 -0.5073 1.9128
H 4.8462 -1.1411 0.9812
H 4.9464 -1.7183 -1.4992
H 2.8177 -1.6521 -2.8646
N 1.6311 -0.6168 0.0618
C 1.6136 -0.9909 -1.2351
C 0.2930 -0.9529 -1.9698
N -0.8165 -0.6403 -1.2715
C -2.0639 -0.6203 -1.7930
C -1.1381 -1.1657 -3.9249
C -2.2815 -0.8733 -3.1615
H -2.8654 -0.3930 -1.0866
H -3.2910 -0.8290 -3.5733
C 0.1380 -1.2170 -3.3435
H 1.0393 -1.4360 -3.9084
H -1.2442 -1.3547 -4.9975
Eu -0.5681 -0.1479 1.1349
I -0.6471 -3.4169 1.4624
Cl -3.0874 3.2114 0.9267
C -1.5635 3.7456 1.6698
Cl -1.2506 3.0924 3.2813
C -0.4061 3.2936 0.7110
O 0.2102 4.2173 0.1804
O -0.2659 2.0130 0.5972
H -1.5208 4.8346 1.7157
*
```

## Properties
LUMO energy (alpha / beta) in eV: -1.24 / -1.85
Strongest force on any atom in eV/Å: 1.7
Expectation value of S²: 16.03

Entry 5:
The following is a DFT calculation (ωB97M-V/def2-TZVPD) of C14H15Cl3GeIrN5S as an isolated structure in a non-equilibrium geometry.

```
! RIJCOSX wB97M-V def2-TZVPD def2/J DEFGRID3
* xyz 3 2
Ir 0.2711 -0.7620 -0.3184
C -2.6018 -1.1418 3.9073
N -1.4483 -1.9778 3.5225
C -1.1162 -3.1923 4.0944
C -0.0204 -3.6499 3.4669
N 0.3293 -2.6932 2.5088
C -0.5737 -1.6913 2.5614
S -0.6974 -0.2550 1.6065
C 1.5197 -2.7242 1.7515
C 2.5735 -3.5166 2.1664
C 3.7361 -3.5530 1.4158
C 3.8374 -2.7656 0.2758
C 2.7649 -1.9859 -0.0704
N 1.6081 -1.9644 0.6445
H -3.0821 -1.5977 4.7669
H -3.3067 -1.0845 3.0804
H -2.2658 -0.1430 4.1762
H -1.6898 -3.6351 4.8917
H 0.4981 -4.5826 3.5960
H 2.5090 -4.0857 3.0814
H 4.5600 -4.1803 1.7318
H 4.7340 -2.7467 -0.3276
H 2.8069 -1.3442 -0.9432
N -2.2040 -0.1633 -2.0827
C -1.8743 -1.4671 -2.1061
C -2.5324 -2.3552 -2.9789
C -2.2483 -3.6876 -2.9468
C -1.2856 -4.1843 -2.0420
C -0.6479 -3.3030 -1.2418
N -0.9154 -1.9523 -1.2754
H -2.8991 0.1855 -2.7229
H -1.8593 0.4819 -1.3976
H -3.2784 -1.9574 -3.6542
H -2.7717 -4.3651 -3.6093
H -1.0497 -5.2365 -1.9866
H 0.1166 -3.6198 -0.5476
Cl 3.4004 3.7017 -2.5327
Ge 1.3826 3.6858 -1.9970
Cl 0.0527 3.9100 -3.5983
Cl 1.0095 1.2740 -1.4064
*
```

## Properties
LUMO energy (alpha / beta) in eV: -11.01 / -11.51
Strongest force on any atom in eV/Å: 2.0
Expectation value of S²: 0.76

Entry 6:
The following is a DFT calculation (ωB97M-V/def2-TZVPD) of a 3-piece molecular cluster, C14H15FNO10PS overall in a non-equilibrium geometry.

```
! RIJCOSX wB97M-V def2-TZVPD def2/J DEFGRID3
* xyz 0 1
O -2.3574 2.8405 0.5099
P -2.8172 1.6168 -0.2692
O -3.2391 0.4624 0.8716
O -4.2365 2.0525 -1.0189
N -1.6058 0.9594 -1.2674
C -0.2305 1.4655 -1.1573
C 0.9020 0.3769 -1.2773
O 2.1602 0.9846 -0.9384
S -2.0061 -0.0268 -2.5397
O -3.3935 0.1159 -3.0439
O -1.0805 0.0325 -3.6978
F -1.9214 -1.5725 -1.9560
H -3.8584 0.9547 1.4361
H -4.2179 3.0032 -1.2028
H -0.0940 1.9221 -0.1442
H 0.0265 2.2830 -1.8777
H 1.0056 -0.0533 -2.3016
H 0.7757 -0.4688 -0.5609
H 2.2423 1.7757 -1.4871
O -0.9440 -7.0548 0.0820
C -0.2685 -6.2458 -0.5204
C 1.0676 -6.6022 -1.0479
C 1.8096 -5.7133 -1.7070
C 1.3282 -4.3336 -1.9407
O 2.0039 -3.5240 -2.5429
C -0.0073 -3.9773 -1.4136
C -0.7495 -4.8661 -0.7543
H 1.4031 -7.6158 -0.8682
H 2.7893 -5.9553 -2.0993
H -0.3418 -2.9665 -1.5929
H -1.7292 -4.6236 -0.3622
O 1.1358 3.8654 0.4317
C 1.2863 3.8045 1.6374
C 2.6291 3.9181 2.2480
C 2.7954 3.8480 3.5679
C 1.6445 3.6549 4.4785
O 1.7976 3.5929 5.6811
C 0.3018 3.5412 3.8676
C 0.1342 3.6119 2.5472
H 3.4593 4.0591 1.5674
H 3.7698 3.9281 4.0328
H -0.5278 3.3995 4.5486
H -0.8412 3.5305 2.0817
*
```

## Properties
LUMO energy in eV: -1.58
Strongest force on any atom in eV/Å: 6.8

Entry 7:
The following is a DFT calculation (ωB97M-V/def2-TZVPD) of C14H15FeNO5 as an isolated structure in a non-equilibrium geometry.

```
! RIJCOSX wB97M-V def2-TZVPD def2/J DEFGRID3
* xyz 0 5
O 3.1025 -1.2976 -1.4899
C 3.0839 -0.3001 -2.0857
Fe 2.8781 1.3552 -2.6554
C 3.8309 1.9363 -1.2896
O 4.4686 2.0085 -0.3156
C 3.9755 1.3796 -3.9594
O 4.9902 1.2637 -4.5195
C -0.2396 0.3150 -0.1883
C -0.2197 -0.2983 -1.6093
C 0.8272 0.3363 -2.5180
C 0.7841 1.7869 -2.5404
C 0.5636 2.4268 -1.2390
C 0.1111 1.7405 -0.1330
H 0.5413 -0.2556 0.3443
H -0.0632 -1.3807 -1.5217
H -1.1921 -0.2077 -2.1396
H 0.9599 -0.2113 -3.4714
H 0.6176 2.3418 -3.4864
H 0.7087 3.5039 -1.2475
H 0.0915 2.2556 0.8559
O -0.8706 0.4039 4.6334
C -0.2833 1.1149 3.9129
C -0.9182 -1.4911 1.8849
C -1.7011 -2.4546 2.7017
C -3.1281 -2.2926 2.0873
C -3.0611 -1.1324 1.1010
N -1.6657 -0.6626 1.2062
O 0.3070 1.8370 3.1981
H 0.1762 -1.4902 1.9136
H -1.3613 -3.5117 2.6215
H -1.7213 -2.1038 3.7649
H -3.4019 -3.1965 1.5357
H -3.8808 -2.0534 2.8435
H -3.2483 -1.4450 0.0588
H -3.7490 -0.2939 1.3028
H -1.3127 0.0732 0.4432
*
```

## Properties
LUMO energy (alpha / beta) in eV: -0.82 / -1.57
Strongest force on any atom in eV/Å: 6.6
Expectation value of S²: 6.07

Entry 8:
The following is a DFT calculation (ωB97M-V/def2-TZVPD) of C14H15IrN9O2S2SbSe5 as an isolated structure in a non-equilibrium geometry.

```
! RIJCOSX wB97M-V def2-TZVPD def2/J DEFGRID3
* xyz -1 2
Ir -0.1749 0.7836 -1.7078
Se -3.0279 5.7101 -1.9121
Sb -1.8404 3.9966 -0.7677
Se 0.4229 3.1767 -1.7204
Se -2.0725 2.0810 -2.5522
Se -1.4696 4.3025 1.5847
N 3.0753 3.3379 3.9014
C 3.1857 2.6297 2.7048
C 3.2705 1.2335 2.7107
C 3.3444 0.5336 1.5234
C 3.3637 1.2222 0.3168
C 3.3211 2.6071 0.3002
C 3.2432 3.3083 1.4899
S 3.1518 0.3302 -1.1872
O 3.1683 1.2864 -2.2578
O 4.0408 -0.7941 -1.2327
N 1.5990 -0.1572 -0.9973
C 1.1519 -1.4201 -0.9116
N 1.8225 -2.4983 -0.4981
C 1.1662 -3.6448 -0.5625
C -0.1416 -3.7701 -1.0182
C -0.7803 -2.5958 -1.3702
N -0.1668 -1.4279 -1.2768
H 2.6939 2.8024 4.6648
H 2.6115 4.2282 3.8082
H 3.2457 0.7016 3.6552
H 3.3661 -0.5502 1.5214
H 3.3161 3.1253 -0.6486
H 3.1718 4.3891 1.4757
H 1.7158 -4.5215 -0.2325
H -0.6349 -4.7270 -1.0917
H -1.7940 -2.5942 -1.7501
C -4.4860 -2.9060 0.3437
C -3.3744 -2.0632 0.8399
N -2.7150 -2.2380 1.9367
N -1.7945 -1.2278 1.9293
C -1.8643 -0.4199 0.8620
S -0.8363 0.9042 0.6340
N -2.9092 -0.9550 0.1582
N -3.3810 -0.4540 -1.0314
H -4.6542 -3.7145 1.0498
H -4.2480 -3.3243 -0.6356
H -5.4007 -2.3212 0.2408
H -1.1284 -1.1288 2.6756
H -3.2509 -1.0725 -1.8278
H -4.3143 -0.0790 -0.9440
Se 0.3736 0.1713 -4.0380
C -1.1987 -0.8076 -4.1020
N -2.1628 -1.4488 -4.0528
*
```

## Properties
LUMO energy (alpha / beta) in eV: 1.84 / 1.08
Strongest force on any atom in eV/Å: 1.3
Expectation value of S²: 0.76